C4H5AgO3 | ωB97M-V/def2-TZVPD

Positions of all 13 atoms, in Å:
O (0.150, -0.390, 1.045)
C (-1.303, -0.609, 0.821)
C (-1.744, 0.272, -0.336)
O (-1.481, 1.641, -0.122)
Ag (0.208, 1.660, 0.775)
H (-1.406, -1.671, 0.517)
H (-2.830, 0.081, -0.473)
H (-1.260, -0.035, -1.300)
O (2.095, 1.436, 0.277)
C (2.147, 0.190, -0.192)
C (1.177, -0.717, 0.051)
H (3.037, -0.103, -0.770)
H (1.211, -1.754, -0.292)

Calculated values
Total charge: -1
E_LUMO (spin up / spin down): 4.26 / 3.22 eV
Kohn-Sham gap (spin up / spin down): 7.191 / 6.118 eV
Spin multiplicity: 2
Highest occupied orbital energy (spin up / spin down): -2.93 / -2.90 eV
⟨S²⟩: 0.7547

***

C4H5BO2 | ωB97M-V/def2-TZVPD

Positions of all 12 atoms, in Å:
B (-0.964, 0.687, 0.102)
C (0.453, 1.292, 0.312)
C (1.421, 0.316, 0.215)
C (-0.695, -0.909, 0.020)
C (0.775, -1.077, -0.358)
O (-1.387, -1.816, 0.435)
O (-2.174, 1.311, -0.181)
H (0.766, 2.281, 0.700)
H (2.550, 0.344, 0.394)
H (0.879, -1.091, -1.477)
H (1.217, -2.043, 0.142)
H (-2.842, 0.705, -0.305)

Calculated values
E_LUMO: -0.07 eV
Kohn-Sham gap: 9.074 eV
ΔE to the lowest compared entry with this formula, charge and spin: 3.6 kJ/mol
Highest occupied orbital energy: -9.15 eV

***

C4H5Br | ωB97M-V/def2-TZVPD

Positions of all 10 atoms, in Å:
C (-1.007, 0.016, 0.696)
C (0.991, -0.594, -0.515)
C (0.473, 0.358, 0.640)
C (-0.329, 0.327, -0.616)
Br (-0.874, 1.412, -2.043)
H (-1.307, -0.928, 0.954)
H (-1.678, 0.778, 1.041)
H (1.858, -0.421, -1.144)
H (0.781, -1.667, -0.449)
H (1.092, 0.719, 1.434)

Calculated values
E_LUMO: 1.00 eV
Kohn-Sham gap: 10.294 eV
ΔE to the lowest compared entry with this formula, charge and spin: 154.5 kJ/mol
Highest occupied orbital energy: -9.30 eV

***

C4H5Br2N | ωB97M-V/def2-TZVPD

Positions of all 12 atoms, in Å:
C (-0.581, -0.081, 1.554)
C (0.829, 1.084, -0.254)
C (-0.712, -0.924, -0.844)
C (0.239, -0.230, 0.193)
N (-1.111, -0.001, 2.580)
Br (-2.242, 0.086, -1.158)
Br (1.672, -1.409, 0.846)
H (-0.022, 1.772, -0.315)
H (1.515, 1.587, 0.554)
H (1.417, 0.844, -1.122)
H (-0.164, -0.923, -1.805)
H (-0.839, -1.806, -0.227)

Calculated values
E_LUMO: 0.37 eV
Kohn-Sham gap: 11.114 eV
ΔE to the lowest compared entry with this formula, charge and spin: 17.3 kJ/mol
Highest occupied orbital energy: -10.74 eV

***

C4H5Br2NS | ωB97M-V/def2-TZVPD

Positions of all 13 atoms, in Å:
C (1.056, -1.481, 0.871)
C (-1.374, 0.408, -0.960)
C (1.834, -0.560, 0.273)
C (-0.309, 1.231, 0.314)
N (-2.468, -0.025, -0.596)
S (1.435, 1.054, -0.246)
Br (3.717, -0.758, -0.055)
Br (-1.040, 3.064, 0.289)
H (1.445, -2.307, 1.251)
H (0.002, -1.333, 1.012)
H (-0.747, 0.459, -1.922)
H (-0.521, 0.719, 1.210)
H (-3.031, -0.473, -1.440)

Calculated values
E_LUMO: 0.38 eV
Kohn-Sham gap: 9.339 eV
ΔE to the lowest compared entry with this formula, charge and spin: 246.5 kJ/mol
Highest occupied orbital energy: -8.96 eV

***

C4H5BrClFN3O2 | ωB97M-V/def2-TZVPD

Positions of all 17 atoms, in Å:
C (0.394, 1.710, 0.442)
C (-0.865, 0.103, 1.601)
C (-1.198, 0.520, -0.813)
C (1.220, -0.888, -0.030)
N (1.009, 2.664, 0.562)
N (1.234, -1.083, -1.582)
N (-0.295, 0.550, 0.335)
O (1.229, -0.083, -2.216)
O (1.310, -2.221, -1.885)
F (0.716, -1.908, 0.597)
Cl (-1.668, -1.173, -1.197)
Br (2.799, -0.197, 0.683)
H (-1.694, 0.755, 1.892)
H (-1.250, -0.912, 1.493)
H (-0.112, 0.137, 2.389)
H (-0.711, 0.958, -1.690)
H (-2.118, 1.068, -0.583)

Calculated values
Total charge: +1
E_LUMO: -6.73 eV
Kohn-Sham gap: 9.033 eV
ΔE to the lowest compared entry with this formula, charge and spin: 262.0 kJ/mol
Highest occupied orbital energy: -15.76 eV